# 1
{
  "formula": "C13H10ClFN3O5S",
  "method": "wB97M-V/def2-TZVPD",
  "species": ["N", "C", "O", "S", "F", "Cl", "C", "C", "C", "C", "C", "C", "N", "O", "O", "H", "H", "H", "H", "H", "C", "C", "C", "C", "C", "C", "N", "O", "O", "H", "H", "H", "H", "H"],
  "xyz": [[4.8779, 0.8519, -1.5881], [4.2907, 1.5158, -2.2681], [3.3720, 2.2605, -2.9567], [1.8591, 1.7794, -2.4997], [1.7829, 2.0435, -0.9490], [1.7919, -0.1974, -2.6808], [2.1455, 2.5011, 1.9413], [2.4421, 1.3037, 2.5798], [1.9791, 1.0711, 3.8660], [1.2185, 2.0422, 4.4974], [0.9231, 3.2433, 3.8725], [1.3910, 3.4718, 2.5871], [0.7055, 1.7881, 5.8512], [1.0001, 0.7315, 6.3753], [0.0150, 2.6477, 6.3619], [2.5044, 2.6790, 0.9387], [3.0326, 0.5495, 2.0737], [2.2133, 0.1369, 4.3581], [0.3333, 4.0018, 4.3693], [1.1643, 4.4053, 2.0874], [-3.4682, -4.4875, -3.2134], [-4.0002, -3.7882, -2.1371], [-3.5030, -2.5373, -1.8081], [-2.4757, -1.9960, -2.5676], [-1.9320, -2.6891, -3.6406], [-2.4327, -3.9404, -3.9615], [-1.9664, -0.6641, -2.2362], [-2.4472, -0.0918, -1.2852], [-1.0773, -0.1928, -2.9439], [-3.8630, -5.4626, -3.4712], [-4.8056, -4.2185, -1.5563], [-3.9229, -1.9996, -0.9687], [-1.1287, -2.2693, -4.2304], [-2.0196, -4.4898, -4.7976]],
  "forces_ev_per_a": [[2.4, -2.4, 2.4], [-2.8, 3.3, -3.0], [-0.1, -1.8, 1.9], [-0.9, 0.0, -0.3], [0.6, -0.7, -1.7], [0.6, 1.5, 0.5], [-0.1, 0.0, 0.2], [-0.1, 0.1, -0.1], [0.1, -0.2, 0.0], [0.2, 0.1, -0.5], [-0.1, 0.2, 0.0], [0.1, -0.1, -0.1], [-0.2, -0.1, 0.5], [0.0, 0.1, -0.2], [0.1, -0.1, -0.2], [0.2, 0.1, 0.2], [0.0, 0.0, 0.1], [-0.1, 0.1, 0.1], [0.0, -0.2, 0.1], [0.0, 0.0, 0.1], [0.0, 0.0, 0.0], [0.1, 0.0, -0.1], [-0.2, 0.1, 0.2], [-0.1, -0.4, -0.2], [0.2, 0.0, -0.2], [-0.1, 0.0, 0.1], [-0.2, 0.0, 0.1], [0.2, 0.0, -0.2], [0.1, 0.0, 0.1], [0.0, 0.0, 0.0], [0.0, 0.1, 0.0], [0.1, 0.1, -0.1], [-0.1, 0.1, 0.1], [0.0, 0.1, 0.0]],
  "e_lumo_ha": -0.2365,
  "total_charge": 1,
  "gap_ha": 0.217
}

=====

# 2
{
  "formula": "C44H43As2Cl5N3O13Tc",
  "method": "wB97M-V/def2-TZVPD",
  "species": ["Tc", "Cl", "C", "C", "C", "Cl", "C", "Cl", "C", "Cl", "C", "Cl", "C", "O", "C", "C", "C", "C", "C", "C", "N", "C", "N", "C", "C", "C", "C", "C", "C", "O", "C", "N", "C", "C", "C", "C", "C", "C", "O", "C", "H", "H", "H", "H", "H", "H", "H", "H", "H", "H", "H", "H", "H", "H", "H", "H", "H", "H", "H", "H", "H", "H", "C", "O", "C", "O", "C", "C", "As", "C", "C", "C", "As", "C", "C", "O", "O", "C", "C", "O", "O", "C", "C", "O", "O", "C", "H", "H", "H", "H", "H", "H", "H", "H", "H", "H", "H", "H", "H", "H", "H", "H", "H", "H", "C", "O", "C", "O", "H", "H", "H"],
  "xyz": [[0.9137, -1.3069, 0.7508], [1.4020, -2.8971, -0.8013], [-0.0175, -2.5929, -1.1846], [-1.2432, -2.3851, -1.6745], [-2.5392, -2.3295, -1.0287], [-2.7464, -1.7138, 0.5519], [-3.4749, -2.7498, -1.9079], [-5.1509, -2.8606, -1.6316], [-2.8330, -3.0634, -3.1764], [-3.6490, -3.6047, -4.5699], [-1.5154, -2.8010, -3.0582], [-0.2937, -2.8528, -4.2579], [8.2432, 1.4302, -0.6701], [6.9243, 1.0119, -1.0005], [6.7362, 0.3229, -2.1555], [7.7232, 0.0391, -3.0812], [7.4105, -0.6820, -4.2278], [6.1187, -1.1188, -4.4447], [5.1211, -0.8459, -3.5155], [5.4204, -0.1259, -2.3718], [4.5378, 0.1872, -1.3074], [3.2690, -0.0713, -1.0456], [2.4656, -0.6943, -2.1285], [1.8645, -1.6513, -1.4837], [2.6044, -2.8353, 0.0468], [0.2037, -3.0486, 1.9603], [0.3756, -4.4244, 1.2664], [0.8652, -3.9208, 0.1422], [1.7728, -3.9545, -1.8702], [2.7059, -4.4948, -2.6123], [2.5134, -5.6504, -3.4343], [2.6988, 0.0613, 0.1733], [3.2359, 1.0619, 1.0182], [3.4238, 0.8155, 2.3757], [3.8623, 1.8265, 3.2150], [4.0935, 3.0996, 2.7135], [3.8743, 3.3644, 1.3704], [3.4562, 2.3549, 0.5168], [3.2419, 2.6133, -0.8129], [1.9327, 3.1336, -1.0829], [8.1613, 1.9145, 0.2980], [8.6227, 2.1441, -1.4027], [8.9170, 0.5752, -0.5955], [8.7366, 0.3766, -2.9206], [8.1895, -0.8998, -4.9452], [5.8769, -1.6736, -5.3404], [4.1256, -1.2145, -3.6979], [5.0181, 0.6845, -0.5616], [2.2665, -0.2620, -3.0204], [-0.3519, -3.1397, 2.9009], [0.0986, -5.4122, 1.5897], [0.9473, -4.6975, -2.0577], [1.4486, -5.8919, -3.4683], [3.0774, -6.4625, -2.9838], [2.9033, -5.3896, -4.4123], [3.2225, -0.1839, 2.7431], [4.0181, 1.6199, 4.2656], [4.4327, 3.8922, 3.3665], [4.0292, 4.3543, 0.9600], [1.7289, 4.0149, -0.4703], [1.1740, 2.3714, -0.8916], [1.9181, 3.4063, -2.1358], [-5.5954, 3.6302, 4.2078], [-4.9529, 3.8338, 2.9425], [-3.6774, 3.4880, 2.8743], [-3.0664, 2.8885, 3.7324], [-3.0120, 3.8156, 1.5764], [-2.8462, 5.0558, 1.1259], [-1.9922, 5.5804, -0.5675], [-3.7281, 5.7557, -1.4780], [-1.5785, 3.8085, -1.3287], [-1.5377, 2.6034, -0.7469], [-1.7615, 2.2811, 1.2079], [-0.2491, 3.3830, 1.8271], [-1.4497, 1.3957, -1.6514], [-0.5322, 0.6210, -1.7626], [-2.6297, 1.2765, -2.2741], [-2.7195, 0.3969, -3.3980], [-1.1997, 3.9090, -2.7835], [-0.8279, 3.0002, -3.4852], [-1.2510, 5.1760, -3.2107], [-0.8702, 5.4057, -4.5732], [-3.2542, 6.2393, 1.9607], [-3.6476, 6.2027, 3.0960], [-3.0320, 7.3855, 1.2974], [-3.2878, 8.5864, 2.0396], [-6.6624, 3.6549, 4.0131], [-5.3127, 4.4389, 4.8805], [-5.2983, 2.6767, 4.6377], [-4.3063, 6.5160, -0.9560], [-4.2611, 4.8070, -1.4410], [-3.5902, 6.0637, -2.5111], [-0.1941, 4.3188, 1.2737], [0.6861, 2.8374, 1.7157], [-0.4231, 3.5894, 2.8824], [-2.7787, 1.0145, -4.2929], [-3.6212, -0.2003, -3.2879], [-1.8434, -0.2427, -3.4563], [-0.8118, 6.4830, -4.6872], [-1.6174, 4.9905, -5.2476], [0.0916, 4.9409, -4.7798], [-3.0116, 9.4077, 1.3869], [-2.6899, 8.5952, 2.9488], [-4.3410, 8.6426, 2.3080], [0.1602, -0.0696, 4.3305], [-0.0256, 0.6404, 3.0860], [0.3432, 0.0594, 2.0055], [0.1255, 0.6428, 0.8442], [0.6706, 0.6067, 5.0095], [0.7451, -0.9703, 4.1541], [-0.8238, -0.3100, 4.7238]],
  "forces_ev_per_a": [[1.9, -1.3, -1.0], [-0.1, -0.4, -3.1], [-5.6, 3.5, 0.7], [0.4, -1.2, -1.2], [0.2, 0.7, 0.3], [-0.2, -0.1, 0.0], [-0.1, 0.0, 0.2], [0.0, 0.0, 0.0], [0.1, 0.1, -0.3], [-0.1, 0.1, 0.0], [-0.2, -0.3, 0.3], [-0.1, -0.2, 0.0], [0.0, 0.0, 0.0], [0.0, 0.0, 0.0], [0.0, 0.0, -0.1], [0.0, 0.0, 0.0], [0.0, 0.0, 0.0], [0.0, 0.0, 0.0], [0.0, 0.0, 0.0], [-0.1, 0.1, 0.0], [0.2, 0.3, 0.0], [-1.1, 0.3, 0.3], [1.9, 1.1, 2.6], [1.4, 4.7, -1.2], [4.4, 2.8, 4.0], [0.1, -1.5, -1.7], [-0.5, 4.3, 2.0], [-1.5, -7.5, 3.2], [-1.7, -10.2, -6.1], [2.6, 2.6, 1.2], [-0.5, 0.1, 0.3], [0.1, 0.0, -2.4], [-0.1, -0.1, 0.0], [0.1, 0.0, -0.1], [-0.1, 0.0, 0.1], [0.0, 0.0, 0.0], [0.1, 0.0, -0.1], [-0.2, 0.0, 0.2], [0.0, 0.1, 0.0], [-0.1, 0.0, 0.0], [0.0, 0.0, 0.0], [0.0, 0.0, 0.0], [0.0, 0.0, 0.0], [0.0, 0.0, 0.0], [0.0, 0.0, 0.0], [0.0, 0.0, 0.0], [0.0, 0.0, 0.0], [0.0, -0.1, 0.0], [-0.2, 0.0, 0.1], [0.2, 0.3, 0.1], [0.1, 0.0, 0.0], [-0.7, 1.5, 0.3], [0.0, -0.1, -0.2], [0.0, 0.0, -0.1], [-0.1, -0.1, 0.0], [0.1, 0.0, 0.0], [0.0, 0.0, 0.0], [0.0, 0.0, 0.0], [0.0, 0.0, 0.0], [0.0, 0.0, 0.0], [0.0, 0.0, 0.0], [0.0, 0.0, 0.0], [0.1, 0.0, 0.1], [-0.1, -0.2, -0.2], [0.1, 0.2, 0.1], [-0.1, 0.1, 0.1], [0.4, -0.1, 0.3], [-0.1, 0.0, -0.1], [0.3, 0.0, 0.2], [-0.1, 0.0, -0.1], [0.1, 0.0, 0.0], [-0.1, 0.3, -0.1], [-0.9, 0.6, -0.4], [0.1, -0.1, 0.0], [-0.1, -0.1, 0.1], [0.1, 0.1, -0.1], [-0.1, 0.0, 0.1], [0.1, -0.1, 0.0], [0.0, 0.0, 0.0], [0.0, 0.0, 0.0], [-0.1, 0.1, 0.0], [0.0, -0.1, -0.1], [-0.1, -0.1, 0.0], [0.1, 0.0, 0.0], [-0.1, 0.0, -0.1], [0.0, 0.0, 0.1], [0.0, 0.0, 0.0], [0.0, 0.0, 0.0], [0.0, 0.0, 0.0], [0.0, 0.0, 0.0], [0.0, 0.0, 0.0], [0.1, 0.0, 0.0], [0.0, 0.0, 0.0], [0.0, 0.0, 0.0], [-0.1, 0.0, 0.0], [0.0, 0.0, 0.0], [0.0, 0.0, 0.0], [0.0, 0.0, 0.0], [0.0, 0.0, 0.0], [0.0, 0.0, 0.0], [0.0, 0.0, 0.0], [0.0, 0.0, 0.0], [0.0, 0.0, 0.0], [0.0, 0.0, 0.0], [0.0, 0.0, 0.1], [0.1, -0.1, 0.2], [-1.5, 2.6, -1.2], [0.9, -2.3, 3.0], [0.0, 0.0, 0.0], [0.0, 0.0, 0.0], [0.0, 0.0, -0.1]],
  "multiplicity": 2,
  "e_lumo_ha": [-0.1428, -0.1569],
  "total_charge": 1,
  "gap_ha": [0.223, 0.212]
}

=====

Which E belongs to each record? In order, -54408.8630; -263859.6812 eV.